# 1
An isolated ion of composition C5H13NP and charge +1 at a distorted geometry. Source: OMol25; level of theory: ωB97M-V with the def2-TZVPD basis set.

Element x y z (Å)
C  -0.77747  -1.78918  -0.04779
P  -0.35716  -0.03251  0.37717
C  -1.86004  0.84625  0.13352
C  0.16244  -0.12096  2.17667
N  0.91158  0.77584  -0.34898
C  1.20491  1.03681  -1.81331
C  2.11892  0.18584  -0.98411
H  -0.05375  -2.39001  0.41253
H  -0.72996  -1.90468  -1.15653
H  -1.71271  -1.82883  0.34747
H  -2.78094  0.86052  0.78291
H  -2.32638  0.70798  -0.80643
H  -1.80844  1.86839  0.09940
H  -0.65890  -0.79667  2.58918
H  0.18965  0.85753  2.51164
H  1.09155  -0.69828  2.18211
H  1.37993  2.10672  -2.02330
H  0.63142  0.45539  -2.55392
H  2.30579  -0.83887  -1.04986
H  3.06955  0.69872  -0.82837

Calculated values
* relative energy (zero: lowest compared OMol25 entry of this formula, charge and spin): 18.5 kcal/mol
* Kohn-Sham gap: 0.42866 Eh
* 2S+1: 1
* total charge: +1

***

# 2
A single CH2ClNOP2 molecule at a distorted geometry. Source: OMol25; level of theory: ωB97M-V with the def2-TZVPD basis set.

Element x y z (Å)
O  -2.56329  -2.12578  -0.40256
C  -1.92499  -1.19138  -0.05670
N  -1.37668  -0.13330  0.18365
P  0.25520  0.59163  0.30118
P  2.49882  0.63160  0.84393
Cl  3.25804  -0.43460  -0.69700
H  0.35233  0.90407  -0.98723
H  -0.49943  1.75775  0.81472

Calculated values
* relative energy (zero: lowest compared OMol25 entry of this formula, charge and spin): 12.6 kcal/mol
* Kohn-Sham gap (alpha / beta): 0.25243 / 0.25247 Eh
* 2S+1: 1

***

# 3
C17H33N3PdSSb as an isolated structure. Source: OMol25; level of theory: ωB97M-V with the def2-TZVPD basis set.

Element x y z (Å)
Pd  -0.35819  0.80135  0.01113
C  2.14577  -0.86343  -0.93135
N  1.68656  -0.06312  0.20819
C  2.58029  1.09124  0.40539
C  1.65283  -0.88703  1.43642
C  0.83876  -0.22395  2.51497
C  1.12304  -0.40892  3.86351
C  0.31387  0.17548  4.82922
C  -0.76817  0.95555  4.44967
C  -1.04773  1.15618  3.09966
C  -0.24582  0.56443  2.13814
H  3.14804  -1.26594  -0.74681
H  2.17966  -0.24204  -1.82495
H  1.45744  -1.69036  -1.10062
H  3.60915  0.75050  0.56446
H  2.25136  1.66001  1.27250
H  2.54635  1.73312  -0.47326
H  2.67668  -1.09612  1.76878
H  1.20232  -1.84456  1.16232
H  1.97646  -1.00786  4.16233
H  0.53584  0.02864  5.87775
H  -1.39147  1.41901  5.20402
H  -1.88443  1.78448  2.81430
C  -1.01207  2.38917  -4.27568
N  -0.48709  2.98768  -3.04918
C  0.95075  2.84602  -2.88445
C  -1.28101  3.24262  -1.99325
S  -0.69096  3.17452  -0.37714
N  -2.54946  3.61697  -2.23187
C  -2.91356  4.40756  -3.40879
C  -3.53929  3.64679  -1.16055
H  -0.44140  1.48377  -4.48755
H  -0.92151  3.06135  -5.12927
H  -2.05395  2.11221  -4.14528
H  1.41864  3.00212  -3.85486
H  1.20510  1.84519  -2.51974
H  1.32656  3.58242  -2.18069
H  -2.02137  4.72939  -3.93705
H  -3.44680  5.29512  -3.06841
H  -3.56102  3.85331  -4.08904
H  -3.39256  2.80460  -0.49125
H  -4.52651  3.58070  -1.61532
H  -3.47030  4.56959  -0.58164
C  -3.63037  -0.83714  1.01744
Sb  -1.80691  -1.36326  0.07145
C  -1.22294  -2.97276  1.32620
C  -2.49739  -2.43924  -1.63462
H  -4.27493  -1.71254  1.07815
H  -4.13428  -0.04847  0.46241
H  -3.39784  -0.47987  2.01927
H  -2.09543  -3.59841  1.50788
H  -0.85097  -2.57854  2.27050
H  -0.45037  -3.56994  0.84463
H  -3.18659  -3.22266  -1.32355
H  -1.64556  -2.88691  -2.14374
H  -3.00081  -1.75903  -2.31876

Calculated values
* relative energy (zero: lowest compared OMol25 entry of this formula, charge and spin): 0.0 kcal/mol
* Kohn-Sham gap (alpha / beta): 0.28706 / 0.25728 Eh
* ⟨S²⟩: 2.0091
* 2S+1: 3
* total charge: +1

***

# 4
C7H13Cl4MgO6 as an isolated structure at a distorted geometry. Source: OMol25; level of theory: ωB97M-V with the def2-TZVPD basis set.

Element x y z (Å)
Mg  1.14033  0.00052  -0.04007
Cl  -0.01162  -1.82772  -0.82495
C  1.09705  -5.24286  -1.90333
Cl  1.32898  -4.96281  -3.63473
Cl  2.63786  -5.25854  -1.04579
Cl  0.20621  -6.73230  -1.62256
H  0.51380  -4.41525  -1.53412
C  0.32898  4.07587  -0.27855
O  -0.28549  3.62781  -1.49677
C  -0.26754  2.36234  -1.78681
O  0.19529  1.47705  -1.05403
O  -0.83239  2.13311  -2.92550
C  -0.72846  0.78108  -3.46356
H  -0.30993  4.85250  0.12747
H  1.30966  4.47541  -0.51779
H  0.39045  3.27150  0.45165
H  0.31148  0.55183  -3.67218
H  -1.32388  0.79516  -4.36591
H  -1.14417  0.05696  -2.76643
C  -2.23337  0.59422  1.40371
O  -1.65294  0.29830  2.68536
C  -0.38584  0.07949  2.72284
O  0.38463  0.29306  1.77268
O  -0.01868  -0.37748  3.88190
C  1.38102  -0.66583  4.09100
H  -1.90736  1.57295  1.05792
H  -3.30494  0.58512  1.56062
H  -1.97223  -0.17715  0.67959
H  2.00420  0.16579  3.77120
H  1.64897  -1.58272  3.56939
H  1.49995  -0.80741  5.15775

Calculated values
* relative energy (zero: lowest compared OMol25 entry of this formula, charge and spin): 0.0 kcal/mol
* Kohn-Sham gap: 0.29285 Eh
* 2S+1: 1
* total charge: +1

***

# 5
C19H13AuBrN3O7S2 as an isolated structure at a distorted geometry. Source: OMol25; level of theory: ωB97M-V with the def2-TZVPD basis set.

Element x y z (Å)
Au  -1.78884  0.80968  -0.50028
Br  0.54669  3.39782  6.13097
C  -0.09412  2.32062  4.72230
C  -0.70959  1.11386  5.01793
C  -1.17981  0.32679  3.98166
C  -1.02530  0.74455  2.66609
C  -0.42885  1.95821  2.38424
C  0.04478  2.75213  3.41540
N  -1.49987  -0.03229  1.56233
C  -1.78776  -1.26018  1.64215
C  -2.29286  -1.98169  0.45628
C  -2.71266  -3.29288  0.51294
C  -3.18208  -3.88735  -0.65103
C  -3.20561  -3.15983  -1.82616
C  -2.75916  -1.84664  -1.81056
N  -2.31935  -1.28930  -0.68857
H  -0.83260  0.80104  6.04511
H  -1.69061  -0.59633  4.22167
H  -0.31379  2.28170  1.35829
H  0.51763  3.69908  3.19873
H  -1.65210  -1.82701  2.55981
H  -2.67455  -3.83446  1.44876
H  -3.52624  -4.91278  -0.63574
H  -3.56319  -3.59158  -2.75001
H  -2.74851  -1.22365  -2.69562
O  -3.10357  1.88623  -2.16540
S  -3.34773  2.81160  -1.00860
O  -1.97377  3.06265  -0.43004
O  -4.11526  3.97435  -1.28625
S  -4.13407  1.54430  0.40448
O  1.02432  0.27002  0.33395
C  1.05793  0.28346  -0.89561
O  0.03097  0.43888  -1.65712
C  2.37419  0.11350  -1.60213
C  3.50851  -0.11984  -0.83469
C  4.74295  -0.28966  -1.43801
C  4.80724  -0.21862  -2.81454
C  3.70206  0.01549  -3.60725
C  2.47411  0.18214  -2.98638
N  6.12573  -0.40418  -3.47196
O  6.17042  -0.28882  -4.67715
O  7.09531  -0.52533  -2.75517
H  3.40461  -0.16498  0.24029
H  5.64032  -0.47383  -0.86635
H  3.81210  0.06337  -4.68043
H  1.58196  0.36982  -3.56830

Calculated values
* relative energy (zero: lowest compared OMol25 entry of this formula, charge and spin): 5.4 kcal/mol
* Kohn-Sham gap (alpha / beta): 0.25730 / 0.23990 Eh
* ⟨S²⟩: 2.0156
* 2S+1: 3

***

# 6
A 5-piece molecular cluster, C2H16N2O4 overall at a distorted geometry. Source: OMol25; level of theory: ωB97M-V with the def2-TZVPD basis set.

Element x y z (Å)
C  -0.85537  0.73540  -0.16802
N  -0.36896  0.00077  1.01798
C  1.11995  0.01038  1.20321
N  1.70580  -0.97154  0.26660
H  -0.84272  1.85778  -0.15789
H  -0.26206  0.32505  -1.02620
H  -1.92619  0.51135  -0.37447
H  -0.80839  0.31273  1.91403
H  1.48581  -0.20884  2.21427
H  1.49889  1.04696  0.94070
H  2.03570  -1.74850  0.82144
H  1.05926  -1.26986  -0.44584
H  -1.76510  -1.71182  0.90878
H  -1.67842  -3.26346  0.77056
O  -2.15106  -2.56458  1.24565
H  -2.98577  -0.04541  3.41421
H  -2.31349  -1.22857  2.61605
O  -2.14903  -0.37369  3.07749
H  0.41684  2.94645  -3.17273
H  -0.23432  1.69847  -3.80962
O  -0.10023  2.15769  -2.97693
H  3.21297  -0.00360  -2.30194
H  2.55801  1.16910  -2.94660
O  3.34788  0.61775  -3.03073

Calculated values
* relative energy (zero: lowest compared OMol25 entry of this formula, charge and spin): 24.2 kcal/mol
* Kohn-Sham gap (alpha / beta): 0.40157 / 0.20490 Eh
* ⟨S²⟩: 0.7544
* 2S+1: 2
* total charge: +1